(one)
Density functional theory data (wB97M-V/def2-TZVPD) for the molecule C3H6N2O2.

SMILES: [H]/N=C\OCC(N)=O
Molar mass (g mol⁻¹): 102.09
2S+1: 1
Gap between HOMO and LUMO (eV): 10.877
HOMO level (eV): -10.23
Charge: 0

```
13
C3H6N2O2 (wB97M-V/def2-TZVPD)
C 0.819 0.175 0.743
N 1.701 -0.722 0.203
H 0.398 0.824 -1.305
H 2.122 -1.408 0.810
C 0.124 1.085 -0.276
H 1.934 -0.747 -0.775
C -1.924 -0.113 -0.235
H 0.436 2.112 -0.075
H -2.996 0.064 -0.192
O -1.284 1.080 -0.153
O 0.567 0.228 1.927
H -0.439 -1.301 -0.337
N -1.457 -1.279 -0.334
```

---

(two)
Density functional theory data (wB97M-V/def2-TZVPD) for the molecule C3H6N2O2.

SMILES: [H]/N=C/OCC(N)=O
Molar mass (g mol⁻¹): 102.09
2S+1: 1
Gap between HOMO and LUMO (eV): 10.584
HOMO level (eV): -9.76
Charge: 0

```
13
C3H6N2O2 (wB97M-V/def2-TZVPD)
H -0.185 -1.182 1.941
O 0.996 0.195 1.065
O -2.205 0.228 1.416
C -1.396 -0.092 0.565
N 1.318 0.175 -1.213
N -1.589 0.063 -0.770
C 1.642 0.551 -0.045
H -0.787 -0.007 -1.387
H 2.480 1.202 0.216
H -2.392 0.604 -1.056
H 0.219 -1.531 0.222
C -0.067 -0.760 0.944
H 1.965 0.555 -1.898
```

---

List of relative energies, unit kcal/mol: (one) 8.7; (two) 0.0

---

(one)
Density functional theory data (wB97M-V/def2-TZVPD) for the molecule C3H6N2O2.

SMILES: [H]/N=C/OCC(N)=O
Molar mass (g mol⁻¹): 102.09
2S+1: 1
Gap between HOMO and LUMO (eV): 10.648
HOMO level (eV): -9.76
Charge: 0

```
13
C3H6N2O2 (wB97M-V/def2-TZVPD)
N 1.005 0.702 -0.879
O 1.511 -0.544 0.904
H -0.352 -1.875 0.926
H -0.080 -0.503 2.023
O -1.968 0.371 1.046
C -1.163 -0.072 0.243
H -2.406 0.152 -1.321
H 2.717 1.040 0.266
H 1.242 1.526 -1.404
C 1.802 0.454 0.069
C -0.031 -0.815 1.000
N -1.495 -0.222 -1.080
H -0.782 -0.213 -1.793
```

---

(two)
Density functional theory data (wB97M-V/def2-TZVPD) for the molecule C3H6N2O2.

SMILES: C/C(=N/N)OC=O
Molar mass (g mol⁻¹): 102.09
2S+1: 1
Gap between HOMO and LUMO (eV): 10.304
HOMO level (eV): -9.35
Charge: 0

```
13
C3H6N2O2 (wB97M-V/def2-TZVPD)
H -1.090 1.400 -0.913
C -0.327 1.712 -0.246
C -1.533 -0.935 0.181
H 2.806 -1.430 0.016
O -1.510 -1.191 -1.012
H 1.300 -1.619 0.605
H -0.750 1.865 0.798
N 1.550 0.027 -0.407
H -2.362 -1.291 0.875
O -0.511 -0.324 0.912
C 0.421 0.455 -0.108
N 1.844 -1.286 -0.125
H 0.163 2.620 -0.574
```

---

List of relative energies, unit kcal/mol: (one) 0.0; (two) 15.7

---

(one)
Density functional theory data (wB97M-V/def2-TZVPD) for the molecule C3H6N2O2.

SMILES: [H]/N=C(O)\C(C)=N/O
Molar mass (g mol⁻¹): 102.09
2S+1: 1
Gap between HOMO and LUMO (spin up / spin down) (eV): 7.700 / 8.482
HOMO level (spin up / spin down) (eV): -8.65 / -8.56
Charge: 0

```
13
C3H6N2O2 (wB97M-V/def2-TZVPD)
H 0.342 2.202 -0.799
N -0.268 -1.955 0.613
C 0.146 1.672 0.138
N 1.394 -0.508 0.137
H 0.916 1.982 0.854
H 0.282 -1.835 1.461
H -0.815 2.005 0.538
H 1.215 -1.154 -1.678
O -2.111 -0.686 0.002
O 1.825 -1.244 -0.915
C 0.181 0.192 -0.023
C -0.780 -0.770 0.194
H -2.328 0.098 -0.521
```

---

(two)
Density functional theory data (wB97M-V/def2-TZVPD) for a 2-piece molecular cluster, C3H6N2O2 overall.

Molar mass (g mol⁻¹): 102.09
2S+1: 1
Gap between HOMO and LUMO (eV): 9.345
HOMO level (eV): -8.49
Charge: 0

```
13
C3H6N2O2 (wB97M-V/def2-TZVPD)
N -0.348 -0.887 -0.491
C -1.667 -1.069 -0.073
C 1.271 2.088 0.435
H -1.746 -1.979 0.334
H 2.846 2.463 1.675
O 0.413 1.996 -0.331
H 0.871 -0.914 1.201
H 0.469 -0.987 -2.162
H -2.479 -0.972 -0.952
H -1.971 -0.407 0.749
C 0.815 -0.696 0.064
O -0.409 -0.904 -1.860
N 1.936 2.270 1.413
```

---

(three)
Density functional theory data (wB97M-V/def2-TZVPD) for the molecule C3H6N2O2.

SMILES: CO[C@]12NO[C@H]1N2
Molar mass (g mol⁻¹): 102.09
2S+1: 1
Gap between HOMO and LUMO (eV): 10.620
HOMO level (eV): -9.64
Charge: 0

```
13
C3H6N2O2 (wB97M-V/def2-TZVPD)
N 0.676 0.455 1.927
H 0.270 -0.525 -1.759
N -1.095 0.543 0.216
O 0.585 -1.162 0.205
C 0.403 -1.442 -1.177
O -0.723 1.899 0.760
C 0.623 1.451 0.894
H 1.453 2.069 0.568
H -0.027 0.608 2.645
H 1.298 -1.976 -1.503
C 0.189 0.050 0.646
H -1.877 0.027 0.651
H -0.472 -2.089 -1.319
```

---

(four)
Density functional theory data (wB97M-V/def2-TZVPD) for the molecule C3H6N2O2.

SMILES: CC(=O)N/C=N/O
Molar mass (g mol⁻¹): 102.09
2S+1: 1
Gap between HOMO and LUMO (eV): 9.919
HOMO level (eV): -9.05
Charge: 0

```
13
C3H6N2O2 (wB97M-V/def2-TZVPD)
H -0.824 0.732 -1.620
O 0.606 2.445 -0.732
C -0.675 -0.678 -0.164
H -0.020 -1.166 0.570
H -2.932 -2.613 -0.163
O -2.116 -2.272 0.250
H 2.139 -0.092 0.384
H 2.414 1.609 0.818
C 0.631 1.277 -0.306
H 1.170 0.695 1.674
N -1.851 -1.126 -0.492
N -0.195 0.357 -0.922
C 1.651 0.833 0.703
```

---

List of relative energies, unit kcal/mol: (one) 91.1; (two) 74.7; (three) 73.1; (four) 0.0

---

(one)
Density functional theory data (wB97M-V/def2-TZVPD) for the molecule C3H6N2O2.

SMILES: NC[C@H]1OC=NO1
Molar mass (g mol⁻¹): 102.09
2S+1: 1
Gap between HOMO and LUMO (eV): 9.506
HOMO level (eV): -8.70
Charge: 0

```
13
C3H6N2O2 (wB97M-V/def2-TZVPD)
C 1.108 0.268 0.320
C -1.715 0.096 -0.730
H 1.709 0.061 1.291
H 2.012 -0.513 -1.389
H -0.388 0.976 1.691
H 1.366 1.344 -0.143
C -0.307 0.360 0.775
N 1.182 -0.627 -0.790
N -1.741 -1.004 -0.137
H -2.310 0.616 -1.570
H 1.137 -1.642 -0.172
O -0.933 -0.997 0.926
O -1.118 1.061 -0.072
```

---

(two)
Density functional theory data (wB97M-V/def2-TZVPD) for C3H6N2O2 as an isolated structure.

Molar mass (g mol⁻¹): 102.09
2S+1: 1
Gap between HOMO and LUMO (eV): 9.275
HOMO level (eV): -8.49
Charge: 0

```
13
C3H6N2O2 (wB97M-V/def2-TZVPD)
H -0.709 -1.714 0.073
H -0.645 0.931 1.824
H -1.330 -0.638 -2.855
N 1.785 -0.179 0.508
H 0.266 1.835 0.564
H 2.217 0.696 0.762
C -0.345 0.945 0.775
O -1.447 0.889 -0.083
C -0.932 0.089 -1.083
C 0.426 -0.273 0.303
O 0.035 -1.543 0.662
N -1.647 -0.021 -2.117
H 2.327 -1.016 0.668
```

---

(three)
Density functional theory data (wB97M-V/def2-TZVPD) for the molecule C3H6N2O2.

SMILES: [H]/N=C/O/C=C(\[NH3+])[O-]
Molar mass (g mol⁻¹): 102.09
2S+1: 1
Gap between HOMO and LUMO (eV): 8.118
HOMO level (eV): -7.48
Charge: 0

```
13
C3H6N2O2 (wB97M-V/def2-TZVPD)
H -0.893 0.903 -0.834
H 2.698 0.759 -0.256
C 0.167 -0.674 1.277
H 1.534 0.322 -2.148
H -1.089 1.004 0.881
H 0.488 -1.436 1.962
C 1.668 0.389 -0.266
C -0.908 -0.894 0.445
N 0.975 0.171 -1.312
O -1.674 -1.797 0.188
N -1.402 0.583 -0.002
O 1.216 0.246 0.980
H -2.416 0.593 -0.122
```

---

(four)
Density functional theory data (wB97M-V/def2-TZVPD) for the molecule C3H6N2O2.

SMILES: CN(O)/C=N\C=O
Molar mass (g mol⁻¹): 102.09
2S+1: 1
Gap between HOMO and LUMO (eV): 9.538
HOMO level (eV): -9.00
Charge: 0

```
13
C3H6N2O2 (wB97M-V/def2-TZVPD)
O -0.080 1.697 -1.011
H -1.593 2.688 -0.146
H 0.486 0.428 -1.284
N -1.166 0.758 0.783
O 0.666 -0.580 -1.178
C -0.396 -0.266 0.906
N 0.447 -0.853 0.081
C 1.125 -2.030 0.666
H 0.414 -2.166 1.705
C -0.997 1.697 -0.147
H -0.482 -0.865 1.786
H 0.899 -2.827 0.093
H 2.219 -1.935 0.754
```

---

List of relative energies, unit kcal/mol: (one) 33.3; (two) 1.6; (three) 0.0; (four) 16.1

---

(one)
Density functional theory data (wB97M-V/def2-TZVPD) for the molecule C3H6N2O2.

SMILES: [H]/N=C/OCC(N)=O
Molar mass (g mol⁻¹): 102.09
2S+1: 1
Gap between HOMO and LUMO (eV): 10.827
HOMO level (eV): -10.06
Charge: 0

```
13
C3H6N2O2 (wB97M-V/def2-TZVPD)
N 1.447 -0.398 -1.283
O 1.005 0.520 0.845
C -0.031 -0.503 1.117
O -2.232 -1.074 0.690
H -0.889 -0.817 1.934
C -1.299 -0.354 0.337
H -2.464 0.795 -0.784
C 1.701 0.415 -0.347
H 2.086 -0.289 -2.076
H -0.761 1.232 -0.847
H 2.483 1.183 -0.390
N -1.524 0.741 -0.409
H 0.477 -1.450 1.213
```

---

(two)
Density functional theory data (wB97M-V/def2-TZVPD) for a 2-piece molecular cluster, C3H6N2O2 overall.

Molar mass (g mol⁻¹): 102.09
2S+1: 1
Gap between HOMO and LUMO (spin up / spin down) (eV): 8.160 / 8.161
HOMO level (spin up / spin down) (eV): -8.60 / -8.60
Charge: 0

```
13
C3H6N2O2 (wB97M-V/def2-TZVPD)
H -0.949 1.543 0.544
C -1.426 -0.005 -0.470
N 0.873 1.595 0.484
O -2.152 -0.869 -0.873
H -0.371 0.554 -1.294
C 0.971 0.515 -0.218
H 1.522 2.315 0.184
H -0.416 -2.504 0.484
N 0.118 -0.573 0.199
H 1.363 -2.034 0.887
O -1.770 1.036 0.290
H 1.868 0.186 -0.756
C 0.370 -1.759 0.539
```

---

(three)
Density functional theory data (wB97M-V/def2-TZVPD) for the molecule C3H6N2O2.

SMILES: CO/N=C(/C)N=O
Molar mass (g mol⁻¹): 102.09
2S+1: 1
Gap between HOMO and LUMO (spin up / spin down) (eV): 7.903 / 7.981
HOMO level (spin up / spin down) (eV): -8.93 / -9.02
Charge: 0

```
13
C3H6N2O2 (wB97M-V/def2-TZVPD)
O 0.721 -2.281 -0.363
H -2.723 -0.811 0.958
H -2.760 -0.658 -0.817
O 1.384 0.004 0.201
C -0.794 -0.638 0.042
N 0.030 0.351 0.255
H -2.427 0.769 0.191
H 1.580 1.969 -0.496
H 2.981 0.899 -0.703
C -2.270 -0.310 0.098
N -0.471 -1.985 -0.254
H 2.585 1.521 0.916
C 2.164 1.169 -0.029
```

---

(four)
Density functional theory data (wB97M-V/def2-TZVPD) for the molecule C3H6N2O2.

SMILES: [H]/N=C/OCC(N)=O
Molar mass (g mol⁻¹): 102.09
2S+1: 1
Gap between HOMO and LUMO (eV): 10.633
HOMO level (eV): -9.76
Charge: 0

```
13
C3H6N2O2 (wB97M-V/def2-TZVPD)
C -1.281 0.907 -0.774
H 1.106 -2.459 0.181
H 1.094 -1.062 -0.828
H -2.291 1.293 -0.934
N -0.551 0.319 -1.629
N 1.157 -1.453 0.105
H 0.609 1.246 1.799
C 0.502 -0.764 1.083
H 1.125 1.089 0.086
C 0.417 0.750 0.847
H -1.039 0.252 -2.518
O -0.907 1.150 0.484
O 0.060 -1.267 2.098
```

---

List of relative energies, unit kcal/mol: (one) 48.8; (two) 98.6; (three) 115.1; (four) 0.0

---

(one)
Density functional theory data (wB97M-V/def2-TZVPD) for the molecule C3H6N2O2.

SMILES: NCC(=O)NC=O
Molar mass (g mol⁻¹): 102.09
2S+1: 1
Gap between HOMO and LUMO (eV): 10.816
HOMO level (eV): -10.14
Charge: 0

```
13
C3H6N2O2 (wB97M-V/def2-TZVPD)
N 0.572 -0.634 -1.231
N -1.452 0.538 1.697
H -1.553 -0.193 2.393
H 0.482 -1.407 -1.874
H -2.206 0.326 1.047
H 1.924 0.760 -0.456
H 0.185 1.280 0.734
C -0.479 -0.488 -0.335
C 1.604 0.292 -1.403
O -1.526 -1.056 -0.522
O 2.117 0.525 -2.454
H 0.560 -0.242 1.468
C -0.229 0.299 0.935
```

---

(two)
Density functional theory data (wB97M-V/def2-TZVPD) for the molecule C3H6N2O2.

SMILES: [H]/N=C/OCC(N)=O
Molar mass (g mol⁻¹): 102.09
2S+1: 1
Gap between HOMO and LUMO (eV): 10.857
HOMO level (eV): -9.96
Charge: 0

```
13
C3H6N2O2 (wB97M-V/def2-TZVPD)
H 0.366 -2.965 -0.457
C -0.916 -1.606 -0.514
O -0.550 0.391 1.731
H 1.524 1.785 1.879
H 1.812 1.818 0.180
N 0.283 -1.973 -0.668
H 0.502 0.407 -1.299
C 0.078 0.851 0.799
N 1.172 1.654 0.943
H -1.749 -2.232 -0.202
C -0.352 0.650 -0.658
H -0.825 1.568 -1.015
O -1.345 -0.348 -0.720
```

---

(three)
Density functional theory data (wB97M-V/def2-TZVPD) for a 2-piece molecular cluster, C3H6N2O2 overall.

SMILES: NC=C(O)O.C#N
Molar mass (g mol⁻¹): 102.09
2S+1: 1
Gap between HOMO and LUMO (eV): 8.512
HOMO level (eV): -7.58
Charge: 0

```
13
C3H6N2O2 (wB97M-V/def2-TZVPD)
C 0.681 -0.651 -0.179
H -0.453 1.646 3.384
C -0.570 1.552 2.336
H 1.702 0.922 -0.967
N 1.625 -0.084 -1.100
H 2.547 -0.476 -0.935
N -0.699 1.432 1.212
C -0.596 -0.729 -0.547
H 1.004 -1.029 0.779
O -1.027 -0.272 -1.754
H -0.229 -0.028 -2.245
O -1.573 -1.252 0.222
H -2.412 -1.033 -0.205
```

---

(four)
Density functional theory data (wB97M-V/def2-TZVPD) for the molecule C3H6N2O2.

SMILES: [H]/N=C/O[C@@]1(N)CO1
Molar mass (g mol⁻¹): 102.09
2S+1: 1
Gap between HOMO and LUMO (eV): 10.046
HOMO level (eV): -9.19
Charge: 0

```
13
C3H6N2O2 (wB97M-V/def2-TZVPD)
N -2.054 -0.096 -0.231
H -0.740 -2.002 1.099
O 0.241 -0.198 1.462
H -2.630 -0.763 0.252
H 0.770 -1.755 0.142
O -0.073 0.775 -0.731
C -0.060 -1.267 0.649
H -2.474 0.797 -0.445
C 1.250 1.022 -0.419
H 2.969 1.314 -1.003
H 1.457 1.288 0.603
N 2.058 1.043 -1.363
C -0.715 -0.160 -0.016
```

---

List of relative energies, unit kcal/mol: (one) 0.0; (two) 2.0; (three) 39.1; (four) 59.3